w) Molecular formula: C40H80KN3O6Sb
Method: DFT, ωB97M-V/def2-TZVPD

Values from the calculation:
HOMO energy (eV): -4.8
Orbital gap (Ha): 0.256
Charge: -1

Each line ends with the Löwdin charge.
Geometry (Å):
K: 0.0371 -0.2086 -0.9440  0.82
C: -1.6718 1.4533 2.9634  -0.09
N: -0.3392 0.8730 2.8176  -0.28
C: 0.1509 0.4203 4.1074  -0.10
C: 0.5557 1.8484 2.2002  -0.17
C: 1.9148 1.3378 1.7270  -0.16
N: 1.8725 0.2171 0.7951  -0.20
C: 1.7688 -1.0563 1.5395  -0.14
C: 2.1096 -2.3190 0.7829  -0.14
C: 3.3077 -2.9539 1.0897  0.00
C: 3.7057 -4.1319 0.4838  -0.19
C: 2.8301 -4.6668 -0.4609  0.00
C: 1.6034 -4.1094 -0.7795  -0.08
C: 1.1885 -2.8924 -0.1370  -0.31
O: 0.0361 -2.3227 -0.3574  -0.35
C: 0.6792 -4.8307 -1.7669  -0.52
C: -0.5684 -5.3321 -1.0156  -0.03
C: 0.3026 -3.8982 -2.9316  -0.05
C: 1.3335 -6.0664 -2.3952  -0.08
C: 5.0106 -4.8517 0.8101  -0.56
C: 5.8918 -4.9231 -0.4468  -0.05
C: 4.7075 -6.2786 1.2956  -0.05
C: 5.8049 -4.1375 1.9059  -0.08
C: 3.0598 0.2169 -0.0514  -0.14
C: 3.2582 1.3634 -1.0293  -0.14
C: 4.5851 1.6002 -1.3542  -0.01
C: 4.9765 2.4858 -2.3445  -0.19
C: 3.9546 3.1617 -2.9972  0.00
C: 2.6043 2.9981 -2.7047  -0.08
C: 2.2016 2.0546 -1.6978  -0.31
O: 0.9519 1.7932 -1.3968  -0.31
C: 1.5952 3.7555 -3.5803  -0.52
C: 2.2630 4.8193 -4.4660  -0.08
C: 0.9341 2.7403 -4.5339  -0.03
C: 0.5503 4.5151 -2.7518  -0.04
C: 6.4529 2.6580 -2.6896  -0.56
C: 7.0343 1.3061 -3.1361  -0.05
C: 6.6725 3.6611 -3.8246  -0.07
C: 7.2235 3.1550 -1.4575  -0.05
H: -1.6652 2.3123 3.6556  0.09
H: -2.3603 0.6983 3.3490  0.09
H: -2.0308 1.7937 1.9922  0.07
H: 0.2076 1.2463 4.8366  0.09
H: 1.1432 -0.0189 4.0052  0.07
H: -0.5203 -0.3464 4.4979  0.09
H: 0.7489 2.6869 2.8962  0.13
H: 0.0355 2.2534 1.3385  0.09
H: 2.5607 1.0894 2.5888  0.12
H: 2.3798 2.1818 1.2120  0.13
H: 0.7495 -1.1273 1.9177  0.10
H: 2.4447 -1.0146 2.4110  0.11
H: 3.9495 -2.4820 1.8257  0.10
H: 3.1198 -5.5850 -0.9557  0.09
H: -1.0374 -4.5311 -0.4554  0.07
H: -0.2770 -6.1126 -0.3083  0.09
H: -1.2979 -5.7541 -1.7136  0.08
H: -0.0371 -2.9306 -2.5755  0.05
H: -0.4803 -4.3583 -3.5441  0.08
H: 1.1726 -3.7316 -3.5713  0.08
H: 1.5777 -6.8196 -1.6431  0.08
H: 2.2423 -5.8050 -2.9422  0.08
H: 0.6308 -6.5128 -3.1028  0.08
H: 5.3781 -5.4398 -1.2586  0.07
H: 6.8238 -5.4566 -0.2363  0.08
H: 6.1384 -3.9166 -0.7910  0.09
H: 4.2262 -6.8669 0.5132  0.07
H: 4.0374 -6.2498 2.1569  0.09
H: 5.6284 -6.7912 1.5885  0.08
H: 6.1193 -3.1441 1.5790  0.08
H: 6.7010 -4.7147 2.1446  0.08
H: 5.2146 -4.0352 2.8184  0.08
H: 3.0394 -0.7153 -0.6212  0.11
H: 3.9653 0.1731 0.5819  0.13
H: 5.3406 1.0393 -0.8098  0.11
H: 4.2204 3.8567 -3.7789  0.07
H: 2.9186 4.3764 -5.2183  0.08
H: 2.8375 5.5338 -3.8724  0.09
H: 1.4811 5.3692 -4.9948  0.08
H: 1.6548 2.4358 -5.2967  0.09
H: 0.0727 3.1888 -5.0403  0.09
H: 0.6232 1.8425 -4.0066  0.06
H: 1.0410 5.2907 -2.1580  0.09
H: 0.0171 3.8649 -2.0756  0.05
H: -0.1710 4.9996 -3.4162  0.08
H: 6.4870 0.9297 -4.0025  0.09
H: 6.9573 0.5640 -2.3409  0.07
H: 8.0889 1.4112 -3.4074  0.08
H: 6.1782 3.3345 -4.7417  0.08
H: 7.7413 3.7512 -4.0316  0.08
H: 6.2963 4.6511 -3.5586  0.08
H: 7.1298 2.4521 -0.6286  0.07
H: 6.8314 4.1197 -1.1297  0.09
H: 8.2860 3.2710 -1.6901  0.08
O: -2.3962 -2.3805 -1.7804  -0.12
H: -2.1565 -2.8733 -2.5717  0.04
H: -1.6277 -2.4838 -1.1832  -0.01
O: -1.4408 2.8468 -0.2649  -0.10
H: -2.0158 2.4294 -0.9162  -0.02
H: -0.5478 2.5780 -0.5567  -0.01
O: -1.8153 -1.4666 1.5345  -0.13
H: -1.1588 -1.8917 0.9437  -0.01
H: -1.3331 -0.7110 1.9131  -0.01
O: -1.2971 1.0776 -2.6016  -0.21
H: -0.4347 1.4415 -2.2725  -0.04
H: -1.5084 1.6271 -3.3625  0.05
N: 2.2049 -0.8113 -3.3742  0.08
H: 2.6797 -0.9207 -4.2622  0.02
H: 2.5413 -1.5494 -2.7616  0.01
H: 2.5228 0.0707 -2.9802  0.00
C: -5.7731 -0.4831 -3.0621  -0.20
C: -4.4290 0.1780 -2.7762  -0.43
Sb: -3.6680 0.0503 -0.7228  1.50
C: -4.9376 -1.5745 -0.0085  -0.43
C: -6.3727 -1.2665 0.4044  -0.20
C: -4.8697 1.7567 0.0370  -0.43
C: -6.2142 2.0964 -0.6008  -0.20
H: -6.0126 -0.4495 -4.1306  0.06
H: -6.5867 0.0102 -2.5294  0.04
H: -5.7626 -1.5318 -2.7599  0.06
H: -4.4582 1.2400 -3.0375  0.04
H: -3.6490 -0.2851 -3.3835  0.03
H: -4.3800 -1.9747 0.8400  0.03
H: -4.9041 -2.3311 -0.7931  0.03
H: -6.4012 -0.4929 1.1747  0.05
H: -6.8574 -2.1578 0.8176  0.06
H: -6.9744 -0.9327 -0.4408  0.04
H: -4.2015 2.6178 -0.0531  0.02
H: -4.9872 1.5804 1.1110  0.03
H: -6.1231 2.2105 -1.6828  0.05
H: -6.6041 3.0419 -0.2073  0.06
H: -6.9648 1.3311 -0.4056  0.04

***

x) Molecular formula: C40H80KN3O6Sb
Method: DFT, ωB97M-V/def2-TZVPD

Values from the calculation:
HOMO energy (eV): -4.4
Orbital gap (Ha): 0.243
Charge: -1

Each line ends with the Löwdin charge.
Geometry (Å):
K: 1.4998 0.4573 -0.0621  0.80
C: 5.4979 0.9192 -1.4831  -0.11
N: 4.3300 1.7759 -1.5261  -0.25
C: 4.7411 3.1592 -1.4283  -0.11
C: 3.5730 1.4843 -2.7308  -0.20
C: 2.2307 2.2051 -2.8198  -0.19
N: 1.1077 1.4781 -2.2491  -0.24
C: 0.7149 0.4203 -3.1752  -0.13
C: 0.0044 -0.7924 -2.6279  -0.12
C: -1.1994 -1.1538 -3.1894  0.00
C: -1.8095 -2.3701 -2.8955  -0.19
C: -1.1682 -3.1719 -1.9643  -0.03
C: 0.0346 -2.8555 -1.3419  -0.10
C: 0.7140 -1.6525 -1.7204  -0.34
O: 1.8898 -1.3128 -1.3377  -0.27
C: 0.5308 -3.8891 -0.3244  -0.52
C: 1.8569 -3.5261 0.3355  -0.06
C: 0.7224 -5.2475 -1.0215  -0.05
C: -0.5006 -4.0591 0.8038  -0.03
C: -3.0787 -2.7959 -3.6208  -0.55
C: -2.7386 -3.0240 -5.1016  -0.05
C: -3.6746 -4.0896 -3.0564  -0.06
C: -4.1315 -1.6887 -3.4977  -0.06
C: 0.0585 2.4669 -1.9999  -0.15
C: -1.2561 2.0827 -1.3724  -0.11
C: -2.4050 2.2747 -2.1115  -0.01
C: -3.6721 2.2403 -1.5369  -0.18
C: -3.7208 1.9962 -0.1765  -0.01
C: -2.6074 1.8154 0.6317  -0.11
C: -1.3058 1.8633 0.0418  -0.32
O: -0.2006 1.7603 0.7022  -0.29
C: -2.9205 1.7053 2.1277  -0.52
C: -3.6205 3.0033 2.5686  -0.05
C: -1.7067 1.5431 3.0388  -0.06
C: -3.8432 0.5046 2.3870  -0.04
C: -4.9063 2.6369 -2.3395  -0.55
C: -5.0669 1.7746 -3.5965  -0.05
C: -6.2076 2.5197 -1.5369  -0.07
C: -4.7430 4.1121 -2.7429  -0.05
H: 6.1577 1.0691 -2.3592  0.09
H: 5.1786 -0.1181 -1.4667  0.07
H: 6.0672 1.1268 -0.5789  0.08
H: 5.3450 3.4930 -2.2952  0.09
H: 5.3380 3.2790 -0.5274  0.08
H: 3.8746 3.8074 -1.3351  0.06
H: 3.4046 0.4083 -2.7312  0.11
H: 4.1690 1.7434 -3.6329  0.12
H: 2.0242 2.4431 -3.8827  0.13
H: 2.3184 3.1518 -2.2930  0.10
H: 1.6410 0.0330 -3.6107  0.12
H: 0.1137 0.8541 -3.9965  0.13
H: -1.6542 -0.4790 -3.9070  0.11
H: -1.6199 -4.1191 -1.7188  0.09
H: 2.6358 -3.4807 -0.4182  0.08
H: 2.1117 -4.2944 1.0683  0.09
H: 1.7693 -2.5675 0.8390  0.07
H: 1.4184 -5.1448 -1.8508  0.09
H: -0.2177 -5.6309 -1.4090  0.07
H: 1.1234 -5.9799 -0.3203  0.08
H: -0.6346 -3.1257 1.3411  0.07
H: -0.1506 -4.8130 1.5100  0.08
H: -1.4716 -4.3626 0.4228  0.08
H: -2.0256 -3.8412 -5.1938  0.08
H: -2.2882 -2.1312 -5.5276  0.08
H: -3.6317 -3.2718 -5.6756  0.08
H: -2.9806 -4.9204 -3.1682  0.08
H: -4.5879 -4.3452 -3.5940  0.08
H: -3.9194 -3.9695 -2.0029  0.09
H: -3.7872 -0.7849 -3.9879  0.06
H: -4.3099 -1.4597 -2.4493  0.09
H: -5.0745 -1.9867 -3.9566  0.08
H: -0.1639 2.9964 -2.9504  0.13
H: 0.5006 3.1932 -1.3100  0.13
H: -2.3005 2.5017 -3.1657  0.11
H: -4.6892 1.9685 0.2940  0.09
H: -2.9514 3.8462 2.4070  0.09
H: -3.8744 2.9601 3.6289  0.08
H: -4.5320 3.1874 2.0084  0.07
H: -0.9589 2.2982 2.8205  0.09
H: -1.2670 0.5613 2.9127  0.06
H: -2.0256 1.6485 4.0776  0.08
H: -4.7837 0.5839 1.8488  0.07
H: -4.0683 0.4331 3.4504  0.08
H: -3.3502 -0.4108 2.0723  0.07
H: -5.3402 0.7608 -3.3171  0.06
H: -4.1421 1.7341 -4.1637  0.07
H: -5.8480 2.1834 -4.2390  0.08
H: -6.3628 1.5062 -1.1727  0.09
H: -7.0500 2.7844 -2.1758  0.08
H: -6.2062 3.2000 -0.6886  0.08
H: -3.8631 4.2429 -3.3670  0.08
H: -4.6184 4.7211 -1.8488  0.09
H: -5.6177 4.4638 -3.2918  0.08
O: 0.4431 -0.5868 1.7309  -0.27
H: 0.1546 0.3323 1.5030  -0.04
H: -0.3169 -1.0940 1.3941  0.01
O: -1.9853 -1.2074 0.3580  -0.03
H: -2.0983 -0.2816 0.1051  0.03
H: -1.6853 -1.6667 -0.4374  0.02
O: 5.6865 0.0477 1.8085  -0.13
H: 5.1253 -0.1651 1.0426  -0.02
H: 6.2739 -0.7087 1.8797  0.04
O: 4.2118 -1.5133 0.1281  -0.10
H: 3.9481 -2.1565 0.7893  0.02
H: 3.4296 -1.4325 -0.4518  0.00
N: 2.3566 3.1204 1.3898  0.06
H: 1.4900 2.5912 1.3558  -0.04
H: 2.1047 4.0818 1.1965  0.02
H: 2.6911 3.0929 2.3458  -0.01
C: 4.9024 1.2704 5.6612  -0.21
C: 3.9802 1.5533 4.4908  -0.45
Sb: 3.0540 -0.1451 3.4178  1.49
C: 4.2256 -1.6849 4.4898  -0.44
C: 3.7670 -3.0978 4.1932  -0.21
C: 1.3105 -0.3100 4.7655  -0.43
C: 1.5002 -0.0691 6.2512  -0.20
H: 5.2652 2.2079 6.0920  0.06
H: 5.7683 0.6993 5.3342  0.06
H: 4.3968 0.7210 6.4536  0.05
H: 4.5325 2.0931 3.7248  0.02
H: 3.1508 2.1853 4.8123  0.03
H: 4.1436 -1.4951 5.5577  0.03
H: 5.2691 -1.5640 4.2044  0.03
H: 2.6970 -3.1972 4.3651  0.06
H: 4.2842 -3.8131 4.8382  0.06
H: 3.9657 -3.3640 3.1569  0.05
H: 0.9221 -1.3169 4.6101  0.04
H: 0.5801 0.3930 4.3694  0.02
H: 2.2008 -0.7836 6.6827  0.05
H: 0.5455 -0.1923 6.7703  0.06
H: 1.8619 0.9392 6.4492  0.05

***

Last place for stability: x)

***

w) Molecular formula: C9H58NO21Pd
Method: DFT, ωB97M-V/def2-TZVPD

Values from the calculation:
HOMO energy (spin up / spin down) (eV): -12.4 / -13.0
Multiplicity: 3
Orbital gap (spin up / spin down) (Ha): 0.318 / 0.312
Charge: +1

Each line ends with the Mulliken spin population.
Geometry (Å):
Pd: -16.9162 6.9359 -27.0961  0.97
C: -14.8435 10.4817 -25.4509  0.02
C: -13.8006 9.4027 -25.0940  -0.03
C: -12.9589 9.8874 -23.8640  0.03
C: -13.4418 9.6327 -22.4519  -0.03
C: -13.9545 8.2209 -22.2953  0.07
C: -14.9960 7.8350 -23.3541  -0.08
N: -14.4279 8.0907 -24.7156  0.48
O: -15.0360 7.4906 -25.6868  0.47
C: -16.2822 8.5472 -22.9867  0.04
C: -15.1685 6.3244 -23.1288  0.00
C: -12.7894 9.1224 -26.1822  0.03
H: -15.1495 10.9224 -24.5011  0.00
H: -15.6914 10.0244 -25.9507  0.01
H: -14.3667 11.2444 -26.0565  0.00
H: -12.7742 10.9495 -24.0275  0.00
H: -11.9675 9.4175 -23.8853  -0.01
H: -14.2944 10.3047 -22.2703  0.00
H: -12.7054 9.9439 -21.7102  0.00
H: -14.4342 8.2441 -21.3163  0.00
H: -13.0774 7.5744 -22.3651  0.00
H: -16.6232 8.1737 -22.0229  0.00
H: -17.1343 8.3741 -23.6476  0.00
H: -16.2160 9.6371 -22.9584  0.00
H: -14.2263 5.7815 -23.0470  0.00
H: -15.6041 5.7146 -23.9213  0.00
H: -15.6850 6.1650 -22.1850  0.00
H: -11.8918 8.6079 -25.8323  -0.01
H: -12.2846 10.0319 -26.5378  0.00
H: -13.2473 8.7072 -27.0792  0.00
O: -9.6604 11.1805 -25.6437  0.00
H: -9.3506 10.3953 -25.1571  0.00
H: -10.5805 10.9956 -25.8423  0.00
O: -10.7597 7.6326 -28.3880  0.00
H: -10.9391 7.3956 -27.4633  0.00
H: -10.7501 8.5950 -28.4044  0.00
O: -17.7831 8.7322 -26.0184  0.01
H: -17.1553 8.9891 -25.3344  0.00
H: -18.4068 9.4666 -26.0824  0.01
O: -13.9008 13.4692 -27.4902  0.00
H: -14.4166 14.0854 -26.9566  0.00
H: -13.4129 12.9416 -26.8512  0.00
O: -11.3178 12.1651 -22.3525  0.00
H: -10.8146 11.5210 -22.8664  0.00
H: -12.2362 11.9395 -22.5132  0.00
O: -10.2233 10.6540 -20.1045  0.00
H: -9.3269 10.3326 -19.9490  0.00
H: -10.2259 10.9391 -21.0285  0.00
O: -17.6114 5.5756 -25.4071  0.03
H: -17.7110 4.6329 -25.2352  0.00
H: -18.0838 6.0203 -24.6722  0.00
O: -14.0454 9.3075 -29.5225  0.00
H: -13.3536 9.7039 -28.9844  0.00
H: -13.5713 8.8452 -30.2228  0.00
O: -19.2033 6.7145 -23.4868  0.00
H: -19.4780 7.4400 -22.9184  0.00
H: -20.0289 6.3559 -23.8375  0.00
O: -17.1286 9.1044 -19.4462  0.00
H: -17.8764 9.3294 -18.8797  0.00
H: -17.5297 8.7595 -20.2490  0.00
O: -16.3451 11.9371 -28.9928  0.00
H: -16.2312 10.9858 -28.9070  0.00
H: -15.6820 12.3076 -28.3962  0.00
O: -14.1195 6.7389 -19.1739  0.00
H: -13.1834 6.8347 -19.4037  0.00
H: -14.2592 7.3684 -18.4590  0.00
O: -18.0383 11.3056 -20.8780  0.00
H: -17.4196 10.5646 -20.9055  0.00
H: -18.9111 10.9005 -20.9002  0.00
O: -9.0588 8.6189 -24.7375  0.00
H: -9.6148 8.0713 -24.1637  0.00
H: -8.3996 8.0169 -25.1006  0.00
O: -17.2240 4.7908 -20.3768  0.00
H: -17.3215 5.5948 -19.8559  0.00
H: -16.2735 4.6315 -20.4012  0.00
O: -13.8124 3.4106 -21.8885  0.00
H: -13.0988 4.0554 -21.9078  0.00
H: -13.8864 3.1598 -20.9607  0.00
O: -13.1005 4.7565 -24.8563  0.00
H: -13.9934 5.0664 -25.0470  0.00
H: -13.1375 3.8001 -24.9843  0.00
O: -10.7905 6.7724 -23.4333  0.00
H: -11.7299 6.8719 -23.6314  0.00
H: -10.7411 6.0032 -22.8531  0.00
O: -11.4402 7.8208 -20.0564  0.00
H: -12.0014 8.1533 -20.7591  0.00
H: -10.9051 8.5856 -19.7926  0.00
O: -10.8407 5.8866 -26.0479  0.00
H: -11.7169 5.6430 -25.7030  0.00
H: -10.4202 6.3546 -25.3091  0.00

***

x) Molecular formula: C9H58NO21Pd
Method: DFT, ωB97M-V/def2-TZVPD

Values from the calculation:
HOMO energy (spin up / spin down) (eV): -12.5 / -12.5
Multiplicity: 3
Orbital gap (spin up / spin down) (Ha): 0.323 / 0.282
Charge: +1

Each line ends with the Mulliken spin population.
Geometry (Å):
Pd: 1.8669 4.0400 0.7486  0.95
C: 0.6090 -0.8366 2.0384  0.03
C: 1.2885 -0.7782 0.5680  -0.03
C: 0.6976 -2.0455 -0.0816  0.04
C: -0.7604 -1.9958 -0.5338  -0.01
C: -0.9805 -0.7193 -1.4002  0.02
C: -0.4652 0.6184 -0.8064  -0.06
N: 0.9113 0.4432 -0.2402  0.50
O: 1.6867 1.7018 0.0987  0.45
C: -1.4696 1.1954 0.2581  0.04
C: -0.3905 1.5926 -2.0436  0.01
C: 2.8033 -1.0312 0.5852  0.00
H: -0.4809 -0.8318 2.0538  -0.01
H: 0.8790 0.0748 2.5719  0.01
H: 0.9754 -1.6301 2.6897  0.00
H: 0.8791 -2.8208 0.6628  0.00
H: 1.3535 -2.3647 -0.8915  -0.01
H: -1.3251 -2.0094 0.3984  0.00
H: -0.9525 -2.9274 -1.0661  0.00
H: -2.0183 -0.7279 -1.7332  0.00
H: -0.4618 -0.8914 -2.3434  0.00
H: -1.1650 1.9047 1.0278  0.01
H: -1.8672 0.3076 0.7497  0.00
H: -2.3306 1.6736 -0.2089  0.00
H: -0.3051 2.6106 -1.6638  0.00
H: -1.3179 1.4759 -2.6045  0.00
H: 0.4292 1.3860 -2.7317  0.00
H: 3.3320 -0.1609 0.9741  0.00
H: 3.0998 -1.1007 -0.4614  0.00
H: 3.0038 -1.9626 1.1147  0.00
O: 0.3619 -3.4035 4.3603  0.00
H: -0.5934 -3.4406 4.4087  0.00
H: 0.5895 -2.5606 4.7527  0.00
O: 0.5864 4.6205 -3.6145  0.00
H: 0.4244 4.2573 -4.4852  0.00
H: 0.4782 5.5652 -3.7246  0.00
O: 4.5693 1.8828 -0.4533  0.00
H: 3.6948 1.4944 -0.4289  -0.01
H: 5.1602 1.1374 -0.5603  0.00
O: 1.0621 -0.8318 -5.1468  0.00
H: 1.5515 -0.3359 -4.4905  0.00
H: 0.9645 -1.7041 -4.7650  0.00
O: 2.7199 0.1745 -2.7853  0.01
H: 3.0244 -0.7302 -2.7146  0.00
H: 2.3002 0.3529 -1.9437  0.02
O: -2.4110 1.3917 3.9001  0.00
H: -3.0586 2.0731 4.0806  0.00
H: -1.8872 1.7432 3.1801  0.00
O: 2.3611 -4.2556 2.5727  0.00
H: 1.8404 -3.9940 3.3321  0.00
H: 3.0876 -3.6327 2.5538  0.00
O: 1.1555 -5.4365 0.1633  0.00
H: 0.2105 -5.4113 0.3136  0.00
H: 1.5339 -5.0384 0.9473  0.00
O: -0.1355 4.5565 0.2612  0.04
H: -0.8791 4.1401 0.6969  0.00
H: -0.5249 5.2595 -0.2588  0.00
O: -3.1536 -3.9667 -0.5356  0.00
H: -3.7735 -3.6119 0.1016  0.00
H: -2.3621 -4.1442 -0.0274  0.00
O: 2.8750 0.4996 3.8503  0.00
H: 2.9683 0.3113 2.9164  0.00
H: 2.4223 1.3424 3.8811  0.00
O: -4.9978 1.5339 0.0856  0.00
H: -4.1623 1.4072 0.5350  0.00
H: -5.2845 0.6495 -0.1420  0.00
O: -3.6908 3.6640 -1.5234  0.00
H: -4.2625 2.9929 -1.1506  0.00
H: -3.5039 3.3548 -2.4097  0.00
O: 1.3125 -0.6715 5.8587  0.00
H: 1.9511 -0.3482 6.4943  0.00
H: 1.7726 -0.6417 5.0198  0.00
O: 1.9600 2.2658 -5.2425  0.00
H: 1.9791 2.4963 -4.3136  0.00
H: 1.0610 1.9770 -5.3996  0.00
O: 1.5059 -5.0192 -2.4536  0.00
H: 0.5849 -5.0339 -2.7139  0.00
H: 1.4923 -5.1951 -1.5128  0.00
O: -3.2398 -2.8421 -3.0713  0.00
H: -4.0082 -2.3073 -2.8718  0.00
H: -2.9147 -3.1237 -2.2162  0.00
O: 2.5154 4.1860 -1.4482  0.02
H: 1.8334 4.1749 -2.1198  0.00
H: 3.2709 4.5849 -1.8799  0.00
O: -2.8247 3.7795 1.1808  0.00
H: -3.5879 4.2609 1.5004  0.00
H: -2.9988 3.6446 0.2493  0.00
O: -3.4469 -1.0822 3.6058  0.00
H: -4.1181 -0.8957 4.2622  0.00
H: -2.8860 -0.3066 3.6091  0.00

***

Last place for stability: w)